[1]
Entry from the Open Molecules 2025 dataset: a cluster of 7 separate species, C36H64ClF9O12S6Si in total in a non-equilibrium geometry (ωB97M-V with the def2-TZVPD basis set).

Bonds (Å) are listed after each position.
CARTESIAN COORDINATES (ANGSTROEM)
1 C 6.172 0.782 1.558  C2 1.515, H24 1.184, H25 1.187
2 C 4.990 -0.163 1.636  C1 1.515, C3 1.672, H26 1.192
3 C 4.363 -0.804 0.225  C2 1.672, Si4 1.946, H27 1.191, H28 1.187
4 Si 3.766 0.572 -1.014  C3 1.946, C5 1.946, C9 1.925, H29 1.485
5 C 3.537 2.272 -0.096  Si4 1.946, C6 1.640, H30 1.188, H31 1.188
6 C 2.852 3.439 -1.021  C5 1.640, C7 1.672, H32 1.174, H33 1.192
7 C 2.727 4.912 -0.239  C6 1.672, Cl8 1.881, H34 1.170, H35 1.171
8 Cl 1.003 5.623 -0.482  C7 1.881
9 C 2.119 0.158 -1.921  Si4 1.925, C10 1.639, H36 1.170, H37 1.192
10 C 1.274 -1.100 -1.296  C9 1.639, C11 1.647, H38 1.193, H39 1.194
11 C 0.252 -0.701 -0.067  C10 1.647, F12 1.511, F13 1.481, C14 1.665
12 F 1.003 -0.157 1.126  C11 1.511
13 F -0.392 -1.950 0.399  C11 1.481
14 C -0.830 0.498 -0.474  C11 1.665, F15 1.510, F16 1.511, C17 1.638
15 F -1.040 0.488 -1.970  C14 1.510
16 F -0.161 1.778 -0.029  C14 1.511
17 C -2.313 0.307 0.194  C14 1.638, F18 1.509, F19 1.500, C20 1.639
18 F -3.050 -0.911 -0.304  C17 1.509
19 F -2.176 0.096 1.674  C17 1.500
20 C -3.340 1.568 -0.007  C17 1.639, F21 1.511, F22 1.480, F23 1.500
21 F -4.583 1.051 -0.693  C20 1.511
22 F -2.835 2.665 -0.863  C20 1.480
23 F -3.798 2.012 1.351  C20 1.500
24 H 6.808 0.930 0.570  C1 1.184
25 H 6.462 1.321 2.575  C1 1.187
26 H 4.510 -0.443 2.691  C2 1.192
27 H 5.176 -1.529 -0.256  C3 1.191
28 H 3.485 -1.517 0.588  C3 1.187
29 H 4.877 0.732 -1.986  Si4 1.485
30 H 2.887 2.135 0.889  C5 1.188
31 H 4.585 2.689 0.276  C5 1.188
32 H 1.768 3.196 -1.402  C6 1.174
33 H 3.527 3.552 -1.997  C6 1.192
34 H 3.505 5.673 -0.670  C7 1.170
35 H 2.868 4.777 0.915  C7 1.171
36 H 1.461 1.123 -1.999  C9 1.170
37 H 2.393 -0.148 -3.040  C9 1.192
38 H 1.952 -2.035 -0.997  C10 1.193
39 H 0.575 -1.500 -2.177  C10 1.194
40 C 2.608 11.059 -2.307  C41 1.528, C46 1.521, H47 1.094, H48 1.097
41 C 1.169 10.626 -2.030  C40 1.528, C42 1.528, H49 1.097, H50 1.094
42 C 0.898 9.373 -2.862  C41 1.528, S43 1.787, H51 1.093, H52 1.093
43 S 2.477 8.564 -3.074  C42 1.787, O44 1.448, O45 1.449, C46 1.782
44 O 2.829 8.601 -4.478  S43 1.448
45 O 2.491 7.337 -2.303  S43 1.449
46 C 3.444 9.791 -2.217  C40 1.521, S43 1.782, H53 1.091, H54 1.094
47 H 2.948 11.816 -1.595  C40 1.094
48 H 2.678 11.485 -3.315  C40 1.097
49 H 1.057 10.392 -0.964  C41 1.097
50 H 0.454 11.420 -2.269  C41 1.094
51 H 0.208 8.695 -2.355  C42 1.093
52 H 0.512 9.627 -3.853  C42 1.093
53 H 4.424 9.889 -2.686  C46 1.091
54 H 3.554 9.465 -1.178  C46 1.094
55 C 1.783 -6.494 0.133  C56 1.528, C61 1.521, H62 1.094, H63 1.097
56 C 1.857 -6.147 1.619  C55 1.528, C57 1.528, H64 1.097, H65 1.094
57 C 3.082 -5.257 1.822  C56 1.528, S58 1.787, H66 1.093, H67 1.093
58 S 3.338 -4.399 0.276  C57 1.787, O59 1.448, O60 1.449, C61 1.782
59 O 4.592 -4.842 -0.295  S58 1.448
60 O 3.019 -2.996 0.452  S58 1.449
61 C 2.005 -5.184 -0.608  C55 1.521, S58 1.782, H68 1.091, H69 1.094
62 H 0.824 -6.948 -0.131  C55 1.094
63 H 2.577 -7.208 -0.120  C55 1.097
64 H 0.952 -5.600 1.911  C56 1.097
65 H 1.913 -7.045 2.242  C56 1.094
66 H 2.922 -4.528 2.621  C57 1.093
67 H 3.977 -5.850 2.032  C57 1.093
68 H 2.283 -5.324 -1.654  C61 1.091
69 H 1.127 -4.536 -0.534  C61 1.094
70 C -5.870 -1.665 1.395  C71 1.528, C76 1.521, H77 1.094, H78 1.097
71 C -6.898 -0.923 2.249  C70 1.528, C72 1.528, H79 1.097, H80 1.094
72 C -7.839 -1.969 2.845  C71 1.528, S73 1.787, H81 1.093, H82 1.093
73 S -6.892 -3.477 2.977  C72 1.787, O74 1.448, O75 1.449, C76 1.782
74 O -7.461 -4.459 2.078  S73 1.448
75 O -6.639 -3.761 4.376  S73 1.449
76 C -5.399 -2.838 2.242  C70 1.521, S73 1.782, H83 1.091, H84 1.094
77 H -5.037 -1.017 1.107  C70 1.094
78 H -6.347 -2.032 0.478  C70 1.097
79 H -6.382 -0.388 3.055  C71 1.097
80 H -7.450 -0.182 1.663  C71 1.094
81 H -8.192 -1.673 3.836  C72 1.093
82 H -8.692 -2.160 2.188  C72 1.093
83 H -4.905 -3.618 1.660  C76 1.091
84 H -4.745 -2.501 3.052  C76 1.094
85 C 6.938 -7.774 -3.990  C86 1.528, C91 1.521, H92 1.094, H93 1.097
86 C 7.218 -7.941 -2.497  C85 1.528, C87 1.528, H94 1.097, H95 1.094
87 C 6.213 -7.072 -1.742  C86 1.528, S88 1.787, H96 1.093, H97 1.093
88 S 4.767 -6.960 -2.784  C87 1.787, O89 1.448, O90 1.449, C91 1.782
89 O 4.612 -5.586 -3.212  S88 1.448
90 O 3.684 -7.711 -2.180  S88 1.449
91 C 5.430 -7.904 -4.143  C85 1.521, S88 1.782, H98 1.091, H99 1.094
92 H 7.468 -8.521 -4.588  C85 1.094
93 H 7.265 -6.781 -4.319  C85 1.097
94 H 7.081 -8.992 -2.215  C86 1.097
95 H 8.247 -7.665 -2.245  C86 1.094
96 H 5.937 -7.518 -0.783  C87 1.093
97 H 6.597 -6.060 -1.586  C87 1.093
98 H 5.059 -7.507 -5.090  C91 1.091
99 H 5.109 -8.942 -4.018  C91 1.094
100 C 1.597 5.468 5.736  C101 1.528, C106 1.521, H107 1.094, H108 1.097
101 C 0.370 4.747 5.180  C100 1.528, C102 1.528, H109 1.097, H110 1.094
102 C 0.816 3.968 3.944  C101 1.528, S103 1.787, H111 1.093, H112 1.093
103 S 2.543 3.584 4.192  C102 1.787, O104 1.448, O105 1.449, C106 1.782
104 O 3.320 4.292 3.196  S103 1.448
105 O 2.687 2.160 4.419  S103 1.449
106 C 2.713 4.434 5.749  C100 1.521, S103 1.782, H113 1.091, H114 1.094
107 H 1.412 5.873 6.735  C100 1.094
108 H 1.866 6.302 5.076  C100 1.097
109 H -0.017 4.051 5.935  C101 1.097
110 H -0.435 5.447 4.936  C101 1.094
111 H 0.251 3.040 3.827  C102 1.093
112 H 0.731 4.574 3.037  C102 1.093
113 H 3.707 4.876 5.828  C106 1.091
114 H 2.561 3.702 6.548  C106 1.094
115 C -8.840 -1.673 -2.136  C116 1.528, C121 1.521, H122 1.094, H123 1.097
116 C -9.702 -2.812 -2.678  C115 1.528, C117 1.528, H124 1.097, H125 1.094
117 C -10.896 -2.970 -1.738  C116 1.528, S118 1.787, H126 1.093, H127 1.093
118 S -11.180 -1.361 -1.016  C117 1.787, O119 1.448, O120 1.449, C121 1.782
119 O -10.911 -1.440 0.405  S118 1.448
120 O -12.414 -0.813 -1.543  S118 1.449
121 C -9.806 -0.545 -1.806  C115 1.521, S118 1.782, H128 1.091, H129 1.094
122 H -8.085 -1.355 -2.861  C115 1.094
123 H -8.321 -2.001 -1.228  C115 1.097
124 H -10.055 -2.556 -3.684  C116 1.097
125 H -9.136 -3.746 -2.757  C116 1.094
126 H -11.792 -3.290 -2.277  C117 1.093
127 H -10.678 -3.672 -0.928  C117 1.093
128 H -9.381 0.203 -1.135  C121 1.091
129 H -10.180 -0.067 -2.716  C121 1.094

HOMO ... -8.08 eV
Calculated total energy ... -172798.07800 eV
Frontier orbital gap ... 7.79 eV

[2]
Entry from the Open Molecules 2025 dataset: a cluster of 9 separate species, C36H64N6O6S3 in total in a non-equilibrium geometry (ωB97M-V with the def2-TZVPD basis set).

Bonds (Å) are listed after each position.
CARTESIAN COORDINATES (ANGSTROEM)
1 C 2.761 1.700 -3.063  C2 1.543, H6 1.096, H7 1.087, H8 1.093
2 C 3.802 2.830 -2.914  C1 1.543, C3 1.531, H9 1.086, H10 1.092
3 C 4.261 3.296 -4.298  C2 1.531, C4 1.454, H11 1.096, H12 1.091
4 C 4.906 2.320 -5.161  C3 1.454, N5 1.147
5 N 5.384 1.577 -5.893  C4 1.147
6 H 3.244 0.754 -3.328  C1 1.096
7 H 1.992 1.976 -3.780  C1 1.087
8 H 2.290 1.417 -2.118  C1 1.093
9 H 4.658 2.619 -2.280  C2 1.086
10 H 3.178 3.617 -2.486  C2 1.092
11 H 5.001 4.089 -4.147  C3 1.096
12 H 3.409 3.683 -4.860  C3 1.091
13 C 1.698 6.164 -4.139  C14 1.531, H18 1.087, H19 1.093, H20 1.092
14 C 1.177 7.008 -2.972  C13 1.531, C15 1.523, H21 1.092, H22 1.091
15 C 1.495 6.430 -1.599  C14 1.523, C16 1.479, H23 1.087, H24 1.099
16 C 1.065 5.020 -1.480  C15 1.479, N17 1.150
17 N 0.737 3.921 -1.404  C16 1.150
18 H 1.294 6.554 -5.071  C13 1.087
19 H 1.408 5.114 -4.061  C13 1.093
20 H 2.789 6.146 -4.179  C13 1.092
21 H 0.101 7.132 -3.113  C14 1.092
22 H 1.588 8.017 -3.012  C14 1.091
23 H 1.164 7.007 -0.739  C15 1.087
24 H 2.583 6.308 -1.495  C15 1.099
25 C -0.462 1.365 0.804  C26 1.525, H30 1.095, H31 1.088, H32 1.087
26 C 0.535 0.297 0.367  C25 1.525, C27 1.550, H33 1.092, H34 1.097
27 C 0.269 -1.100 0.986  C26 1.550, C28 1.461, H35 1.089, H36 1.091
28 C -1.140 -1.476 0.879  C27 1.461, N29 1.148
29 N -2.242 -1.777 0.772  C28 1.148
30 H -0.304 1.549 1.871  C25 1.095
31 H -1.481 1.000 0.683  C25 1.088
32 H -0.292 2.301 0.279  C25 1.087
33 H 1.578 0.574 0.533  C26 1.092
34 H 0.506 0.123 -0.715  C26 1.097
35 H 0.564 -1.068 2.034  C27 1.089
36 H 0.827 -1.872 0.454  C27 1.091
37 C -2.264 5.180 0.187  C38 1.524, H42 1.090, H43 1.093, H44 1.092
38 C -3.115 6.266 0.834  C37 1.524, C39 1.544, H45 1.091, H46 1.089
39 C -2.222 7.269 1.596  C38 1.544, C40 1.459, H47 1.091, H48 1.091
40 C -1.784 6.740 2.883  C39 1.459, N41 1.148
41 N -1.422 6.293 3.877  C40 1.148
42 H -2.863 4.493 -0.411  C37 1.090
43 H -1.739 4.592 0.943  C37 1.093
44 H -1.484 5.580 -0.464  C37 1.092
45 H -3.793 5.800 1.551  C38 1.091
46 H -3.746 6.780 0.111  C38 1.089
47 H -2.762 8.203 1.759  C39 1.091
48 H -1.345 7.517 0.995  C39 1.091
49 C 1.578 -6.464 5.242  C50 1.515, H54 1.090, H55 1.093, H56 1.092
50 C 0.375 -6.653 4.341  C49 1.515, C51 1.545, H57 1.094, H58 1.089
51 C -0.643 -5.494 4.428  C50 1.545, C52 1.467, H59 1.089, H60 1.089
52 C -0.024 -4.268 3.913  C51 1.467, N53 1.147
53 N 0.479 -3.343 3.457  C52 1.147
54 H 2.246 -5.665 4.920  C49 1.090
55 H 2.196 -7.366 5.266  C49 1.093
56 H 1.261 -6.312 6.276  C49 1.092
57 H -0.184 -7.526 4.691  C50 1.094
58 H 0.661 -6.819 3.303  C50 1.089
59 H -0.912 -5.298 5.466  C51 1.089
60 H -1.491 -5.735 3.790  C51 1.089
61 C 1.352 4.603 2.322  C62 1.524, C67 1.553, H68 1.085, H69 1.094
62 C 2.147 3.393 1.846  C61 1.524, C63 1.528, H70 1.087, H71 1.092
63 C 3.376 3.875 1.075  C62 1.528, S64 1.827, H72 1.091, H73 1.085
64 S 3.940 5.334 2.018  C63 1.827, O65 1.453, O66 1.444, C67 1.812
65 O 4.085 6.429 1.074  S64 1.453
66 O 4.993 4.925 2.917  S64 1.444
67 C 2.390 5.592 2.920  C61 1.553, S64 1.812, H74 1.086, H75 1.100
68 H 0.631 4.364 3.096  C61 1.085
69 H 0.909 5.167 1.496  C61 1.094
70 H 1.604 2.760 1.149  C62 1.087
71 H 2.437 2.788 2.707  C62 1.092
72 H 3.051 4.328 0.137  C63 1.091
73 H 4.199 3.208 0.837  C63 1.085
74 H 2.090 6.601 3.189  C67 1.086
75 H 2.626 5.177 3.911  C67 1.100
76 C -5.277 -5.068 1.960  C77 1.529, C82 1.524, H83 1.093, H84 1.091
77 C -4.626 -6.200 2.757  C76 1.529, C78 1.537, H85 1.089, H86 1.091
78 C -3.686 -6.926 1.782  C77 1.537, S79 1.823, H87 1.089, H88 1.088
79 S -3.038 -5.631 0.675  C78 1.823, O80 1.449, O81 1.456, C82 1.832
80 O -3.208 -6.026 -0.709  S79 1.449
81 O -1.724 -5.168 1.099  S79 1.456
82 C -4.182 -4.308 1.222  C76 1.524, S79 1.832, H89 1.084, H90 1.086
83 H -5.779 -4.381 2.647  C76 1.093
84 H -6.041 -5.452 1.284  C76 1.091
85 H -5.402 -6.858 3.144  C77 1.089
86 H -4.084 -5.782 3.607  C77 1.091
87 H -4.237 -7.649 1.184  C78 1.089
88 H -2.850 -7.442 2.249  C78 1.088
89 H -4.513 -3.702 0.386  C82 1.084
90 H -3.503 -3.765 1.872  C82 1.086
91 C -1.578 -2.899 -2.479  C92 1.528, C97 1.529, H98 1.089, H99 1.094
92 C -2.814 -2.001 -2.520  C91 1.528, C93 1.520, H100 1.091, H101 1.093
93 C -3.279 -2.027 -3.967  C92 1.520, S94 1.822, H102 1.093, H103 1.086
94 S -3.166 -3.791 -4.413  C93 1.822, O95 1.446, O96 1.452, C97 1.824
95 O -2.767 -3.918 -5.797  S94 1.446
96 O -4.378 -4.457 -3.970  S94 1.452
97 C -1.829 -4.200 -3.241  C91 1.529, S94 1.824, H104 1.090, H105 1.085
98 H -1.243 -3.106 -1.464  C91 1.089
99 H -0.749 -2.368 -2.955  C91 1.094
100 H -2.652 -0.968 -2.209  C92 1.091
101 H -3.571 -2.377 -1.827  C92 1.093
102 H -2.533 -1.539 -4.599  C93 1.093
103 H -4.256 -1.648 -4.250  C93 1.086
104 H -1.020 -4.367 -3.951  C97 1.090
105 H -2.151 -5.056 -2.657  C97 1.085
106 N 3.187 -4.625 0.139  C107 1.379, C110 1.366, H111 1.000
107 C 3.286 -4.907 -1.207  N106 1.379, C108 1.373, H112 1.076
108 C 2.013 -5.020 -1.706  C107 1.373, C109 1.406, H113 1.079
109 C 1.117 -4.738 -0.660  C108 1.406, C110 1.378, H114 1.076
110 C 1.867 -4.519 0.475  N106 1.366, C109 1.378, H115 1.079
111 H 3.988 -4.582 0.736  N106 1.000
112 H 4.240 -5.008 -1.695  C107 1.076
113 H 1.752 -5.408 -2.679  C108 1.079
114 H 0.042 -4.751 -0.714  C109 1.076
115 H 1.465 -4.294 1.451  C110 1.079

HOMO ... -8.06 eV
Calculated total energy ... -92098.85266 eV
ΔE to the lowest compared entry with this formula, charge and spin ... 7.2 kcal per mole
Frontier orbital gap ... 8.26 eV